(1)
C47H46BrClIrNO3P3Si as an isolated structure. Source: the Open Molecules 2025 dataset; level of theory: ωB97M-V/def2-TZVPD.

Properties
F_max (eV/A): 0.36
Gap between HOMO and LUMO (eV): 9.2748
HOMO level (eV): -11.3
Net charge: +1

Structure (XYZ):
```
104
Properties=species:S:1:pos:R:3:lowdin_charge:R:1
H -1.813 -4.182 2.207 0.04
H -3.072 -3.046 2.736 0.06
H 4.657 -1.134 -1.248 0.11
H 0.591 -2.840 -3.478 0.11
C -1.500 4.977 0.894 -0.06
C 4.999 2.863 0.509 -0.06
C 0.996 2.396 4.358 -0.44
C -2.818 1.404 -0.083 -0.14
H 3.506 -0.636 2.664 0.04
H -2.111 -3.763 -1.377 0.10
H 4.596 4.868 -0.148 0.11
C 0.692 -5.070 0.921 -0.08
C -1.640 -1.378 -1.951 -0.35
H -2.353 -0.813 4.482 0.06
C -0.330 -3.242 -0.285 -0.31
H -0.693 -1.145 -3.866 0.09
C -1.314 -5.447 -0.334 -0.07
H -1.343 1.743 -2.739 0.10
H -5.001 -1.451 -1.459 0.11
H 1.331 -2.476 4.153 0.05
H 4.829 -2.304 -3.402 0.11
C -0.376 1.568 -3.189 -0.12
H -1.556 -1.990 5.548 0.07
H 1.758 2.215 5.108 0.08
C -4.058 -1.387 -1.986 -0.07
C 3.753 -1.481 -1.741 -0.08
C 2.011 1.350 -3.018 -0.07
H -2.877 -1.570 -0.203 0.11
C -4.037 -1.236 -3.368 -0.06
C -0.297 3.377 -0.459 -0.32
C 2.712 -2.620 -3.584 -0.06
Br -5.837 3.639 1.599 0.81
H 2.696 -2.135 2.281 0.00
H -4.488 2.534 -0.811 0.12
Si 2.320 -0.382 0.528 0.50
C -2.130 -3.519 3.015 -0.14
C 2.377 2.322 -0.160 -0.37
C 1.367 -1.696 -1.818 -0.36
H -2.093 -6.110 -0.688 0.11
C -1.628 -1.229 -3.332 -0.09
C 3.265 -1.317 1.846 -0.17
H -0.647 -0.584 4.959 0.03
C -1.701 5.785 -0.215 -0.06
C 4.488 1.585 0.695 -0.07
H 1.490 -5.439 1.554 0.12
C -4.342 2.534 1.339 -0.69
H -3.901 2.318 3.438 0.11
H 1.473 -3.088 0.867 0.07
C 1.469 -2.417 -3.008 -0.07
H -2.274 -4.101 3.926 0.07
H -0.628 3.178 1.653 0.08
C -0.797 3.787 0.779 -0.09
C 2.088 1.144 -4.387 -0.05
H -0.301 -6.971 0.783 0.11
H 0.311 -3.897 4.528 0.07
C 0.864 1.201 3.427 -0.72
C 2.878 3.605 -0.352 -0.06
H -1.299 6.044 -2.307 0.11
H 0.986 -3.689 2.904 0.01
C -1.172 5.409 -1.439 -0.06
N -2.097 0.961 0.950 -0.04
H -2.806 -1.035 -5.111 0.11
P -0.178 -1.508 -0.881 0.95
C -3.622 2.069 2.424 -0.08
H -2.254 6.710 -0.123 0.11
C -2.507 1.291 2.178 -0.13
C 0.777 1.559 -2.403 -0.33
C 0.937 1.170 -5.162 -0.06
C 4.196 3.872 -0.013 -0.06
C -2.825 -1.154 -4.036 -0.06
O 1.107 0.068 3.819 -0.01
C -1.412 -1.318 4.700 -0.16
H 2.917 1.355 -2.429 0.11
H 3.052 0.976 -4.849 0.11
C 3.857 -2.142 -2.954 -0.06
H 6.025 3.079 0.780 0.11
C 3.166 1.294 0.359 -0.28
H 1.182 3.313 3.810 0.08
O 0.470 1.521 2.245 -0.25
C -1.323 -4.110 -0.725 -0.07
P 0.691 1.837 -0.601 0.96
H 2.791 -3.166 -4.515 0.11
H -1.890 5.273 1.860 0.11
H -2.473 1.120 -1.065 0.09
Cl -0.567 2.604 5.216 0.59
C 0.680 -3.741 0.535 -0.12
C -2.867 -1.455 -1.283 -0.15
C -0.294 1.390 -4.562 -0.08
C -0.472 4.217 -1.562 -0.09
Ir 0.042 0.103 0.720 0.90
H -4.965 -1.185 -3.921 0.11
H -1.900 0.937 3.001 0.08
H -0.060 3.955 -2.525 0.10
O -0.782 -1.437 2.004 -0.51
H 5.125 0.814 1.115 0.11
C 2.508 -1.247 -1.149 -0.29
H 4.196 -1.722 1.439 0.04
H 2.249 4.393 -0.748 0.11
H -1.196 1.418 -5.161 0.11
H 1.001 1.028 -6.233 0.11
P -0.881 -2.263 3.274 0.62
C -0.312 -5.929 0.489 -0.07
C -3.946 2.191 0.058 -0.08
C 0.585 -3.163 3.768 -0.14
```

=====

(2)
A 2-piece molecular cluster, C4H8N2O overall in a non-equilibrium geometry. Source: the Open Molecules 2025 dataset; level of theory: ωB97M-V/def2-TZVPD.

Properties
F_max (eV/A): 6.08
Gap between HOMO and LUMO (eV): 8.8017
SMILES: CC(N)=C=N.C=O
HOMO level (eV): -8.0

Structure (XYZ):
```
15
Properties=species:S:1:pos:R:3:lowdin_charge:R:1
H -0.736 0.950 -2.016 0.05
C 1.544 -1.246 -0.213 -0.15
H -2.137 -1.054 0.853 0.11
C -0.682 0.454 -0.101 -0.38
H 1.083 -1.533 -1.120 0.08
C 0.469 1.055 0.057 -0.15
H -1.851 0.492 1.764 0.04
C -1.424 -0.177 1.098 -0.04
O 2.664 -0.749 -0.273 -0.06
N -1.395 0.645 -1.349 0.04
H -0.576 -0.629 1.650 0.06
N 1.623 1.451 0.214 0.19
H 1.283 -1.785 0.702 0.09
H 2.423 0.929 0.225 0.00
H -2.289 1.196 -1.492 0.11
```

=====

(3)
A 14-piece molecular cluster, C5H39N2O14 overall in a non-equilibrium geometry. Source: the Open Molecules 2025 dataset; level of theory: ωB97M-V/def2-TZVPD.

Properties
<S²>: 0.75
Spin multiplicity: 2
F_max (eV/A): 3.41
Gap between HOMO and LUMO (spin up / spin down) (eV): 3.2678 / 6.7789
HOMO level (spin up / spin down) (eV): -3.3 / -6.8

Structure (XYZ):
```
60
Properties=species:S:1:pos:R:3:mulliken_spin:R:1
H -0.107 -0.641 4.941 0.00
H -1.251 0.065 -0.165 -0.10
H -0.449 2.164 -3.825 0.00
H 1.813 4.193 -2.499 0.00
C 0.467 1.048 -0.588 -0.01
H -1.937 -2.457 -0.898 0.00
H 1.222 1.936 3.370 0.00
H -0.224 -3.212 -2.584 0.00
H -0.803 -2.650 3.078 0.00
H 1.333 -0.583 0.586 0.00
O 0.674 -3.216 -2.975 0.00
H 1.194 0.378 -3.210 0.00
H -0.065 -3.692 -0.056 0.00
C 1.425 -0.158 -0.404 0.02
H 0.451 1.330 -1.650 0.00
O 0.109 4.272 1.062 0.00
C -3.115 1.620 -0.496 0.68
O -2.650 -2.623 0.518 0.02
O -3.316 0.878 -1.548 0.25
O -1.635 0.304 -3.562 0.01
H -3.520 -2.267 0.617 0.00
O 0.060 -2.828 0.340 0.00
H -1.948 0.074 -4.437 0.00
O 0.230 -1.007 4.106 0.00
O 1.811 1.162 3.419 0.00
N 1.061 -1.038 -1.539 -0.01
H 0.970 1.907 -4.321 0.00
H 3.977 1.059 4.116 0.00
H 0.998 4.425 0.752 0.00
H -2.339 -2.728 1.454 -0.01
O 0.462 2.345 -3.586 0.00
H -1.457 2.733 -0.942 0.08
H 2.706 -2.052 5.074 0.00
O -1.733 -2.886 3.223 0.00
O -1.815 -2.361 -1.873 0.00
O 4.242 0.268 3.615 0.00
O 2.668 -1.885 4.114 0.00
H 0.409 3.992 -2.471 0.00
H 0.861 2.011 -0.219 0.00
H 2.344 0.408 -0.537 0.00
H 4.097 0.301 2.691 0.00
H 2.915 -0.958 3.955 0.00
H -0.183 -2.819 1.260 0.00
H -1.848 -2.312 3.982 0.00
C 1.641 -0.517 -2.797 0.01
H -2.421 0.448 -2.937 -0.01
C -1.760 2.076 -0.100 -0.13
N -0.788 0.934 0.101 0.12
H -3.969 1.877 0.152 0.01
H 1.639 -1.226 -3.628 0.00
H 1.150 -1.340 4.338 0.00
H -2.702 -2.393 -2.244 0.00
H 0.527 -3.827 -3.699 0.00
H 2.733 -0.557 -2.850 0.00
O 1.064 4.586 -2.041 0.00
H 1.441 -1.966 -1.452 0.00
H -0.465 4.584 0.321 0.00
H -1.750 2.516 0.892 0.06
H 0.059 -1.035 -1.784 0.00
H 1.161 0.478 3.275 0.00
```

=====

F_max of number 2 (C4H8N2O)? 6.08 eV/A

=====

F_max of number 1 (C47H46BrClIrNO3P3Si)? 0.36 eV/A

=====

Among the records above, which one has the highest F_max? C4H8N2O